14
Properties=species:S:1:pos:R:3:forces:R:3:nbo_charge:R:1 method="wB97M-V/def2-TZVPD" energy_ha=-233.119232 e_above_lowest_kj_mol=703.0 e_homo_ev=-8.6 orbital_gap_ev=8.76
C -2.20169 0.53599 1.04839 -1.71 -0.94 -0.21 0.08
C -3.01949 -0.09250 0.21881 4.12 1.44 -2.83 -0.70
C 0.02035 0.87022 -0.21020 1.13 0.17 -1.01 -0.32
C 0.50288 -0.10872 -1.25203 0.71 0.90 5.65 -0.20
C 1.16989 -0.07193 -0.08667 -0.62 -0.72 -3.48 0.06
C 2.44589 -0.51934 0.50277 -0.89 -3.39 1.50 -0.66
H -2.95977 -0.31567 -0.90084 0.91 0.61 1.40 0.25
H -3.90400 -0.48599 0.43440 -3.80 -1.29 2.09 0.25
H -0.91872 0.90715 0.44335 0.66 -0.48 -0.19 0.14
H 0.28946 1.87295 -0.46473 -0.30 1.08 0.25 0.18
H 0.21667 -0.64643 -2.05692 -0.53 -1.27 -2.59 0.22
H 2.26070 -1.01388 1.52894 -0.07 0.07 -1.58 0.24
H 2.95223 0.27428 0.88848 1.83 2.67 0.44 0.23
H 3.14560 -1.20612 -0.09375 -1.47 1.14 0.57 0.24

14
Properties=species:S:1:pos:R:3:forces:R:3:mulliken_charge:R:1 method="wB97M-V/def2-TZVPD" energy_ha=-233.105339 e_above_lowest_kj_mol=739.5 e_homo_ev="-7.6 / -8.5" orbital_gap_ev="8.02 / 8.59"
C -1.29031 -0.04762 0.88928 0.43 -0.52 0.65 -0.31
C -0.26698 0.82164 0.81939 1.73 1.71 0.29 0.67
C -0.53439 -1.26360 1.46861 -2.05 -0.40 -0.53 -0.39
C 0.46564 -0.39467 0.90996 -0.43 1.35 -1.07 -0.37
C -0.04544 2.30294 0.39947 1.68 -4.96 -1.95 -0.96
C 0.81603 -1.34556 -2.15721 -0.07 -2.50 -0.14 -0.83
H -0.61060 -1.52076 2.48035 0.13 0.68 1.79 0.32
H -0.96421 -2.10790 0.99760 0.66 -1.38 -1.15 0.19
H 0.62255 2.79289 1.04679 0.88 0.64 0.53 0.31
H -0.99640 2.64733 0.42158 -2.74 1.81 -0.14 0.35
H 0.31611 2.14428 -0.67541 -0.25 1.01 1.46 0.20
H 1.74611 -1.77975 -2.54250 -0.69 -0.29 0.29 0.27
H 0.85060 -0.32093 -2.11940 -0.40 2.23 0.23 0.26
H -0.10871 -1.92829 -1.93851 1.13 0.62 -0.27 0.29

14
Properties=species:S:1:pos:R:3:forces:R:3:nbo_charge:R:1 method="wB97M-V/def2-TZVPD" energy_ha=-233.199054 e_above_lowest_kj_mol=493.5 e_homo_ev=-7.8 orbital_gap_ev=7.92
C -0.26553 -0.97139 1.17935 -0.99 1.00 -0.40 0.05
C -0.38338 -1.13357 -0.17393 0.71 -0.65 -1.52 -0.05
C -0.19719 -1.77900 -1.33123 0.75 4.66 -0.40 -0.48
C -1.00354 0.35946 1.32479 -0.31 0.41 3.02 -0.47
C -0.26049 0.50300 0.03790 1.01 -2.07 1.05 -0.23
C 1.09955 1.03567 -0.03106 2.54 -1.50 1.21 -0.61
H 0.17290 -1.13183 -2.20356 -0.68 -1.28 1.27 0.20
H -0.20662 -2.78277 -1.40263 -0.44 -3.19 -0.41 0.21
H -2.14572 0.48788 1.27983 1.86 -0.22 0.03 0.23
H -0.45635 0.85978 2.19765 -1.56 -0.17 -1.04 0.22
H -0.77635 0.93105 -0.72893 -2.24 0.49 -2.00 0.26
H 1.89374 0.24792 -0.30685 -1.20 1.17 0.74 0.23
H 1.33247 1.58021 0.87116 0.51 -0.41 0.75 0.22
H 1.19651 1.79359 -0.71248 0.04 1.76 -2.29 0.21

14
Properties=species:S:1:pos:R:3:forces:R:3:nbo_charge:R:1 method="wB97M-V/def2-TZVPD" energy_ha=-233.195724 e_above_lowest_kj_mol=502.2 e_homo_ev=-8.2 orbital_gap_ev=8.92
C 2.09902 -0.35553 1.09427 0.44 -1.15 0.28 -0.56
C 1.35307 0.78432 0.45621 0.37 -0.21 0.52 -0.42
C 0.29028 0.19486 -0.37843 -1.01 0.17 0.68 -0.22
C -1.01515 0.23675 -0.13703 -2.21 1.47 -0.56 -0.04
C 0.71075 0.07268 1.55660 0.51 0.50 1.11 0.10
C -2.11332 -0.29489 -1.02718 1.07 0.24 -0.27 -0.66
H 2.24553 -1.41643 0.64736 -0.10 2.09 0.50 0.22
H 2.79701 -0.09298 1.95425 -0.75 -0.41 -1.30 0.24
H 1.60077 1.77545 0.11723 0.40 0.39 0.79 0.24
H 0.70056 -0.35722 -1.14288 0.35 -1.63 -1.96 0.21
H -1.52594 0.80680 0.66984 1.32 -0.39 -0.17 0.22
H -1.73341 -0.87933 -1.82300 0.65 -0.97 -0.76 0.21
H -2.70071 0.44779 -1.57834 -0.05 0.32 0.81 0.23
H -2.70846 -0.92226 -0.40891 -1.00 -0.42 0.32 0.22

38
Properties=species:S:1:pos:R:3:forces:R:3:nbo_charge:R:1 method="wB97M-V/def2-TZVPD" energy_ha=-3590.172625 e_above_lowest_kj_mol=129.7 e_homo_ev="-3.4 / -3.4" total_charge=-2 orbital_gap_ev="7.78 / 7.83" multiplicity=2
O -0.52153 -2.17048 0.54490 -0.17 0.93 -2.13 -0.46
V -0.31732 -1.46297 -0.85770 1.97 -0.59 0.88 1.64
B -1.93660 -2.88622 -2.72038 0.25 -0.02 -2.90 1.33
F -2.32771 -1.82370 -1.89619 -0.40 0.08 1.10 -0.53
F -0.72103 -3.37257 -2.20255 -0.03 0.08 1.27 -0.51
F -2.91658 -3.84538 -2.95637 -0.04 -0.15 1.01 -0.56
F -1.61242 -2.33883 -3.95962 -0.18 0.09 -0.39 -0.56
N 0.92484 2.82433 -0.15223 1.37 -2.52 1.55 -1.02
S 0.76426 3.25548 1.32957 -1.52 4.68 2.82 2.42
O 1.79101 4.10338 1.88858 0.02 -1.01 -0.23 -0.94
O 0.08714 2.35735 2.24457 0.61 0.01 -0.53 -0.96
F -0.35662 4.38438 1.08389 -0.48 -0.15 -0.28 -0.53
S 1.62513 1.36862 0.24032 0.86 -2.42 -3.99 2.44
O 0.63952 0.30120 0.22483 0.84 0.59 0.60 -0.92
O 2.74266 1.31412 1.15116 -1.53 0.38 0.15 -0.89
F 2.35525 1.18440 -1.13011 -0.10 0.06 -0.11 -0.47
O -0.57649 0.24820 -4.75367 0.75 1.42 0.66 -0.70
C -0.19593 0.64743 -3.48950 0.22 0.20 1.86 0.98
O 0.00559 1.86663 -3.33004 -0.13 -0.38 -0.60 -0.76
O -0.06501 -0.21796 -2.58045 -0.33 -1.27 0.53 -0.78
H -0.40271 1.18194 -5.02270 -0.60 -0.66 -1.31 0.48
O 3.86603 -2.43252 -1.61348 0.04 0.06 0.56 -0.71
C 2.60120 -2.93255 -1.57055 -3.50 -1.76 -1.56 0.98
O 2.32704 -4.02021 -2.11772 1.94 0.21 0.33 -0.75
O 1.66753 -2.25008 -1.05542 0.07 2.25 0.96 -0.77
H 4.35971 -3.18926 -1.95280 0.03 0.09 -0.14 0.48
C -2.87675 1.82028 1.73940 -0.18 -0.14 -0.04 -0.73
C -2.43514 0.95306 0.65677 0.04 -0.18 0.07 0.40
N -2.04846 0.25107 -0.15950 0.14 -0.22 -0.04 -0.35
H -3.93849 2.04465 1.63633 0.06 0.19 -0.19 0.23
H -2.25381 2.71230 1.73005 -0.18 0.05 0.13 0.28
H -2.75829 1.28956 2.68325 0.26 0.00 -0.07 0.27
C 0.79151 -0.10006 4.74582 -0.97 0.37 -0.97 -0.71
C -0.26970 -0.38843 3.74462 0.76 -0.25 0.30 0.30
N -1.08160 -0.66248 2.98212 -0.23 0.13 0.29 -0.33
H 1.54059 -0.88667 4.76038 -0.14 -0.09 0.12 0.25
H 0.26385 0.03438 5.68845 0.39 -0.10 0.23 0.23
H 1.25933 0.83757 4.44597 0.06 0.01 0.08 0.27

18
Properties=species:S:1:pos:R:3:forces:R:3:nbo_charge:R:1 method="wB97M-V/def2-TZVPD" energy_ha=-1109.354702 e_above_lowest_kj_mol=0.0 e_homo_ev=-7.6 orbital_gap_ev=7.64
B 0.09081 0.14639 0.45271 -0.90 -0.67 -3.85 0.36
C 0.25643 -0.17368 -3.87770 -1.64 -0.29 3.18 -0.32
C -0.90109 -1.03193 -3.59599 0.76 1.60 -1.00 -0.32
C 0.61692 0.36768 -2.64054 2.41 -0.28 1.35 -0.10
C -1.08821 -0.93568 -2.24481 -1.87 -1.65 0.51 -0.09
C 0.35580 1.14321 2.85008 -0.14 0.78 0.34 -0.52
C 0.06349 -0.33211 3.01266 1.61 -0.51 0.46 -0.52
N -0.15097 -0.19271 -1.66147 0.47 1.44 4.08 -0.46
S 1.09121 1.38344 1.17247 0.45 0.50 -0.13 0.09
S -0.91975 -0.80465 1.53192 -0.34 -0.75 0.29 0.09
H 0.70871 0.13560 -4.74458 0.77 0.25 -2.10 0.21
H -1.65335 -1.40578 -4.30525 0.73 -0.03 0.41 0.22
H 1.54311 0.84097 -2.14536 -1.36 -0.31 -1.87 0.20
H -1.92232 -1.36274 -1.68643 0.38 0.07 -0.05 0.19
H -0.70987 1.50632 2.80741 1.32 0.89 0.28 0.23
H 1.09705 1.67557 3.59083 -1.80 -1.21 -1.21 0.26
H 1.00239 -0.92607 2.98890 -0.56 0.21 -0.01 0.22
H -0.41418 -0.53091 3.98632 -0.30 -0.03 -0.68 0.25

21
Properties=species:S:1:pos:R:3:forces:R:3:nbo_charge:R:1 method="wB97M-V/def2-TZVPD" energy_ha=-897.283996 e_above_lowest_kj_mol=0.0 e_homo_ev="-25.9 / -25.0" total_charge=+4 orbital_gap_ev="5.83 / 4.44" multiplicity=2
O 3.47348 1.29340 -1.42266 -2.72 -1.78 4.04 -0.33
C 2.82771 0.69445 -0.47101 6.77 0.37 -10.75 0.91
O 2.35555 1.38400 0.43964 -3.13 3.11 5.46 -0.93
O 2.75775 -0.57770 -0.57284 -1.50 -1.79 0.98 -0.34
C 2.05214 -1.33541 0.46299 0.45 0.09 0.45 -0.19
C 0.57904 -1.34730 0.18736 3.05 -2.22 -2.23 0.13
C -0.29527 -0.71177 0.97542 -2.90 1.73 2.30 0.10
C -1.77732 -0.77368 0.78181 -0.66 0.08 -0.66 -0.16
Bi 1.97244 3.13191 1.22549 0.63 1.29 0.27 2.47
H 2.29357 -0.89898 1.43774 -0.06 -0.32 -0.04 0.23
H 2.48651 -2.33554 0.38519 -0.11 -0.21 0.10 0.34
H 0.24166 -1.93420 -0.67238 0.08 0.21 -0.10 0.28
H 0.05284 -0.12868 1.83237 -0.07 0.01 -0.16 0.23
H -2.27450 -1.14199 1.68412 0.01 -0.30 0.15 0.35
H -2.08497 -1.38470 -0.07504 0.14 -0.19 0.31 0.23
O -2.33729 0.57083 0.62621 0.48 -0.46 1.41 -0.43
C -2.24295 1.27536 -0.43006 0.39 1.56 -1.75 1.01
O -1.79735 2.34367 -0.69524 0.12 -0.61 1.28 -0.48
H -2.62458 1.45456 -2.31716 -0.87 -2.18 0.34 0.64
O -2.86657 0.69802 -1.62478 0.38 1.19 -0.36 -0.66
H -2.79189 -0.27623 -1.75719 -0.46 0.42 -1.01 0.59

16
Properties=species:S:1:pos:R:3:forces:R:3:nbo_charge:R:1 method="wB97M-V/def2-TZVPD" energy_ha=-5381.256259 e_above_lowest_kj_mol=265.4 e_homo_ev=-8.4 orbital_gap_ev=7.29
C -0.08652 0.22812 0.42755 0.26 -0.01 -0.42 0.18
C 0.53486 0.13209 -0.74388 -1.17 0.24 0.01 -0.32
C -0.85761 0.30598 1.47163 0.39 -0.02 -0.08 -0.28
C 2.71933 -0.09349 -0.77407 0.19 -0.06 -0.26 -0.30
C 0.28399 -1.06173 -1.63245 -0.10 0.01 0.00 -0.62
C -2.28366 0.78068 1.36076 -0.01 -0.02 -0.14 -0.62
Br 3.17067 -1.55550 0.32152 0.19 -0.32 0.39 0.08
Br 3.44759 1.50368 -0.08296 0.20 0.29 0.27 0.08
H 0.82122 1.05795 -1.23121 0.05 0.02 0.13 0.26
H -0.49549 0.06092 2.45930 0.27 0.01 0.14 0.23
H 0.41622 -1.98235 -1.07204 0.04 -0.14 -0.01 0.22
H 0.97142 -1.04989 -2.47055 0.10 -0.06 -0.07 0.23
H -0.73632 -1.04162 -2.01192 -0.08 0.00 -0.05 0.21
H -2.82843 0.57217 2.27681 -0.09 -0.02 0.01 0.22
H -2.77573 0.28946 0.52448 -0.15 0.01 0.01 0.22
H -2.30157 1.85353 1.17704 -0.10 0.07 0.07 0.22